Molecular formula: C21H20ClN7O
Method: DFT, ωB97M-V/def2-TZVPD

Calculated values
structure (SMILES) = Cc1cn2cccc2c(N2CC[C@H](NC(=O)c3ncn(-c4ccc(Cl)cc4)n3)C2)n1
HOMO energy = -7.4 eV
spin multiplicity = 1
LUMO level = -0.06 eV
energy above the lowest of the compared OMol25 structures with the same formula, charge and spin = 2.8761 eV

Last column: Mulliken charge in e.
Positions of all 50 atoms, in Å:
1 O -0.205 2.705 3.484  -0.647
2 Cl 2.532 -6.592 -0.182  -0.201
3 N 1.220 -0.470 2.361  -0.613
4 N 0.833 -0.092 4.566  -0.567
5 N -0.414 1.294 -2.879  -0.575
6 C 0.436 1.892 2.782  0.421
7 C 0.798 0.432 3.282  0.210
8 C 1.442 -1.307 4.360  -0.009
9 C -1.198 1.674 -1.882  0.789
10 C -4.192 -0.063 -0.578  -0.810
11 C -3.292 1.008 -0.392  -0.598
12 C -3.812 -0.789 -1.639  -0.424
13 C -2.019 -0.465 -3.342  -0.570
14 C -2.407 1.028 -1.478  0.472
15 C -0.845 0.157 -3.614  0.446
16 C 2.448 -5.118 2.108  -0.645
17 C 1.710 -3.957 0.169  -0.700
18 C 2.136 -3.982 2.878  -0.393
19 C 1.369 -2.861 0.983  -0.365
20 C 2.235 -5.135 0.742  0.343
21 C 1.723 -2.824 2.349  0.625
22 N -2.786 -0.084 -2.266  0.146
23 N 1.488 -1.623 2.995  0.478
24 N -0.560 2.738 -1.247  -0.036
25 N 0.612 2.272 1.462  -0.117
26 C 0.158 -0.411 -4.552  -1.192
27 C 0.786 3.265 -1.550  -0.660
28 C -1.171 3.389 0.015  -0.572
29 C 1.297 3.796 -0.139  -0.848
30 C 0.199 3.538 0.901  -0.366
31 H 1.618 -2.099 5.138  0.311
32 H -4.959 -0.163 0.228  0.360
33 H -3.414 1.636 0.426  0.493
34 H -4.174 -1.808 -2.004  0.306
35 H -2.104 -1.416 -3.791  0.313
36 H 2.759 -6.114 2.563  0.284
37 H 1.492 -3.982 -0.829  0.522
38 H 2.380 -3.872 3.946  0.188
39 H 0.778 -2.041 0.566  0.541
40 H 0.909 1.596 0.686  0.347
41 H 0.255 0.273 -5.431  0.249
42 H 1.115 -0.362 -3.937  0.304
43 H -0.038 -1.454 -4.864  0.381
44 H 1.425 2.489 -1.852  0.367
45 H 0.809 4.163 -2.254  0.290
46 H -1.876 2.798 0.512  0.133
47 H -1.555 4.384 -0.225  0.204
48 H 1.362 4.851 -0.319  0.408
49 H 2.324 3.490 0.088  0.352
50 H 0.374 4.217 1.655  0.626